Record 1
Density functional theory data (the ωB97M-V functional and the def2-TZVPD basis) for CH6BrMnO2 as an isolated structure in a non-equilibrium geometry.

Atoms and positions in Å:
1 Br -13.04900 10.42972 13.13832
2 Mn -14.71796 11.60595 14.58873
3 O -14.99511 9.56249 10.44524
4 O -10.53694 9.02069 15.05419
5 C -14.87088 8.21520 10.80079
6 H -15.08660 8.00441 11.84823
7 H -10.98197 8.24171 15.38792
8 H -15.52010 7.59736 10.18041
9 H -11.05339 9.28437 14.29262
10 H -14.14926 9.93680 10.70218
11 H -13.79686 8.03716 10.74684

Forces on the atoms, in the same order (eV/Å):
Br -0.37 0.30 0.30
Mn 0.41 -0.30 -0.38
O -0.50 0.73 -0.10
O 0.34 0.01 0.25
C 0.76 -0.26 0.49
H -0.50 0.20 0.26
H -0.08 -0.19 0.08
H 0.39 -0.04 -0.14
H -0.22 0.18 -0.25
H -0.18 0.53 0.00
H -0.06 -1.15 -0.51

Computed properties:
charge = 0
HOMO-LUMO gap (alpha / beta) = 7.952 / 8.738 eV
LUMO level (alpha / beta) = -0.262 / -1.212 eV
multiplicity = 7

Löwdin population analysis, charges in e, atoms 1 to 2: -0.107 0.454

=====

Record 2
Density functional theory data (the ωB97M-V functional and the def2-TZVPD basis) for a 2-piece molecular cluster, CH6BrPSi2 overall in a non-equilibrium geometry.

Atoms and positions in Å:
1 Br -3.83735 0.85922 -0.27136
2 P -3.09777 -0.96408 0.80786
3 Si -0.37771 -1.26411 -0.53499
4 Si 1.65450 1.01634 0.57065
5 C 0.71227 0.12358 -0.88151
6 H -0.90566 -2.23257 -1.54943
7 H 0.32378 0.79628 -1.70858
8 H -0.50918 -2.11176 0.66283
9 H 0.98558 1.05802 1.88923
10 H 2.05748 2.27979 -0.01893
11 H 2.99407 0.43928 1.03423

Forces on the atoms, in the same order (eV/Å):
Br 0.34 -0.97 0.60
P -0.29 1.13 -0.77
Si 0.93 0.58 -0.78
Si 0.39 -1.25 -0.83
C -1.68 -0.31 1.38
H -0.10 0.72 -0.12
H 0.90 -0.97 0.77
H 0.70 0.21 0.40
H -0.42 0.26 -0.17
H -0.13 0.71 0.11
H -0.66 -0.11 -0.58

Computed properties:
charge = 0
HOMO-LUMO gap (alpha / beta) = 5.937 / 5.757 eV
energy relative to the best compared isomer or geometry (same formula, charge and spin) = 3.3062 eV
LUMO level (alpha / beta) = -2.374 / -2.522 eV

Löwdin population analysis, charges in e, atoms 1 to 2: 0.002 0.172

=====

Number 1: calculated total energy -106590.762 eV. Number 2: calculated total energy -96215.976 eV.